No. 1
C22H60F3NO24S8 | ωB97M-V with the def2-TZVPD basis set

Summary:
* Kohn-Sham gap: 9.8 eV
* HOMO energy: -9.69 eV
* LUMO energy: 0.1 eV
* relative energy (zero: lowest compared OMol25 entry of this formula, charge and spin): 49.35 kcal per mole
* electronic energy: -6219.70373 hartree

Each atom is followed by the atoms it is bonded to, with distances in Å.
Positions of all 118 atoms, in Å:
1 N 0.15 0.28 0.04  H2 1.010, H3 1.010, H4 1.010, H5 1.010
2 H -0.04 -0.08 -0.89  N1 1.010
3 H 0.49 -0.46 0.63  N1 1.010
4 H -0.67 0.68 0.47  N1 1.010
5 H 0.76 1.08 -0.04  N1 1.010
6 C -4.43 2.73 1.04  F7 1.343, F8 1.329, F9 1.300, S10 1.949
7 F -4.29 2.49 2.35  C6 1.343
8 F -5.13 1.76 0.46  C6 1.329
9 F -5.09 3.83 0.83  C6 1.300
10 S -2.64 2.77 0.27  C6 1.949, O11 1.471, O12 1.479, O13 1.479
11 O -2.00 3.93 0.90  S10 1.471
12 O -1.96 1.52 0.70  S10 1.479
13 O -2.82 2.94 -1.19  S10 1.479
14 O 1.89 -2.01 0.95  S15 1.482
15 S 2.37 -2.83 2.08  O14 1.482, O16 1.441, O17 1.688, C20 1.870
16 O 1.47 -3.10 3.18  S15 1.441
17 O 2.94 -4.29 1.45  S15 1.688, C18 1.382
18 C 3.48 -5.26 2.28  O17 1.382, C19 1.548, H21 1.090, H22 1.090
19 C 3.83 -6.43 1.32  C18 1.548, H23 1.090, H24 1.090, H25 1.090
20 C 3.95 -2.10 2.76  S15 1.870, H26 1.090, H27 1.090, H28 1.090
21 H 2.74 -5.52 3.03  C18 1.090
22 H 4.40 -4.92 2.76  C18 1.090
23 H 3.26 -6.39 0.39  C19 1.090
24 H 3.53 -7.38 1.75  C19 1.090
25 H 4.90 -6.55 1.18  C19 1.090
26 H 3.69 -1.04 2.85  C20 1.090
27 H 4.80 -2.35 2.13  C20 1.090
28 H 4.16 -2.50 3.75  C20 1.090
29 O 3.08 0.80 0.02  S30 1.495
30 S 4.52 0.66 -0.34  O29 1.495, O31 1.447, O32 1.645, C35 1.856
31 O 5.55 0.26 0.59  S30 1.447
32 O 4.66 -0.25 -1.70  S30 1.645, C33 1.435
33 C 3.97 -1.50 -1.75  O32 1.435, C34 1.580, H36 1.090, H37 1.090
34 C 4.94 -2.62 -1.19  C33 1.580, H38 1.090, H39 1.090, H40 1.090
35 C 5.08 2.24 -1.14  S30 1.856, H41 1.090, H42 1.090, H43 1.090
36 H 3.76 -1.62 -2.81  C33 1.090
37 H 2.99 -1.56 -1.27  C33 1.090
38 H 5.75 -2.84 -1.89  C34 1.090
39 H 4.38 -3.55 -1.07  C34 1.090
40 H 5.23 -2.41 -0.16  C34 1.090
41 H 5.04 3.01 -0.37  C35 1.090
42 H 4.38 2.47 -1.94  C35 1.090
43 H 6.12 2.16 -1.45  C35 1.090
44 O -0.55 -0.47 -4.90  S45 1.460
45 S -0.03 0.60 -4.06  O44 1.460, O46 1.450, O47 1.681, C50 1.809
46 O 0.28 0.33 -2.67  S45 1.450
47 O 1.41 1.06 -4.79  S45 1.681, C48 1.388
48 C 2.42 1.55 -3.97  O47 1.388, C49 1.552, H51 1.090, H52 1.090
49 C 3.24 2.57 -4.80  C48 1.552, H53 1.090, H54 1.090, H55 1.090
50 C -0.92 2.17 -4.20  S45 1.809, H56 1.090, H57 1.090, H58 1.090
51 H 2.98 0.69 -3.61  C48 1.090
52 H 1.93 2.16 -3.21  C48 1.090
53 H 4.09 2.09 -5.28  C49 1.090
54 H 3.63 3.37 -4.17  C49 1.090
55 H 2.67 2.90 -5.67  C49 1.090
56 H -0.97 2.68 -3.24  C50 1.090
57 H -1.95 1.85 -4.39  C50 1.090
58 H -0.49 2.70 -5.04  C50 1.090
59 O -1.81 -4.72 -1.26  S60 1.450
60 S -1.47 -3.71 -0.28  O59 1.450, O61 1.467, O62 1.704, C65 1.900
61 O -0.65 -2.54 -0.62  S60 1.467
62 O -2.89 -3.11 0.45  S60 1.704, C63 1.397
63 C -2.74 -2.39 1.64  O62 1.397, C64 1.495, H66 1.090, H67 1.090
64 C -3.81 -1.35 1.58  C63 1.495, H68 1.090, H69 1.090, H70 1.090
65 C -0.71 -4.60 1.21  S60 1.900, H71 1.090, H72 1.090, H73 1.090
66 H -1.77 -1.90 1.76  C63 1.090
67 H -2.91 -2.98 2.53  C63 1.090
68 H -4.77 -1.84 1.39  C64 1.090
69 H -3.71 -0.54 0.85  C64 1.090
70 H -3.74 -0.84 2.54  C64 1.090
71 H 0.21 -5.05 0.83  C65 1.090
72 H -1.41 -5.31 1.65  C65 1.090
73 H -0.41 -3.86 1.95  C65 1.090
74 O -6.07 -3.91 -3.74  S75 1.472
75 S -6.55 -2.67 -3.13  O74 1.472, O76 1.493, O77 1.660, C80 1.848
76 O -7.11 -2.67 -1.74  S75 1.493
77 O -5.47 -1.42 -3.26  S75 1.660, C78 1.441
78 C -4.27 -1.64 -2.48  O77 1.441, C79 1.548, H81 1.090, H82 1.090
79 C -3.32 -0.45 -2.76  C78 1.548, H83 1.090, H84 1.090, H85 1.090
80 C -7.78 -1.97 -4.33  S75 1.848, H86 1.090, H87 1.090, H88 1.090
81 H -3.70 -2.51 -2.79  C78 1.090
82 H -4.61 -1.72 -1.45  C78 1.090
83 H -2.35 -0.64 -2.28  C79 1.090
84 H -3.64 0.54 -2.44  C79 1.090
85 H -3.24 -0.27 -3.83  C79 1.090
86 H -7.25 -1.92 -5.27  C80 1.090
87 H -7.98 -1.00 -3.89  C80 1.090
88 H -8.72 -2.52 -4.42  C80 1.090
89 O 2.57 4.18 -1.65  S90 1.445
90 S 1.37 4.08 -0.84  O89 1.445, O91 1.441, O92 1.640, C95 1.878
91 O 0.81 2.83 -0.41  S90 1.441
92 O 1.69 4.95 0.51  S90 1.640, C93 1.390
93 C 0.74 4.98 1.52  O92 1.390, C94 1.517, H96 1.090, H97 1.090
94 C 1.14 5.77 2.75  C93 1.517, H98 1.090, H99 1.090, H100 1.090
95 C 0.00 5.14 -1.57  S90 1.878, H101 1.090, H102 1.090, H103 1.090
96 H 0.52 3.98 1.89  C93 1.090
97 H -0.10 5.51 1.07  C93 1.090
98 H 1.86 5.20 3.33  C94 1.090
99 H 0.29 5.96 3.41  C94 1.090
100 H 1.57 6.74 2.49  C94 1.090
101 H 0.35 6.15 -1.75  C95 1.090
102 H -0.91 5.07 -0.98  C95 1.090
103 H -0.28 4.76 -2.56  C95 1.090
104 O 0.30 -0.55 2.76  S105 1.452
105 S 0.87 -0.04 3.99  O104 1.452, O106 1.496, O107 1.639, C110 1.887
106 O 2.33 0.16 4.24  S105 1.496
107 O 0.14 1.36 4.41  S105 1.639, C108 1.404
108 C -1.25 1.47 4.29  O107 1.404, C109 1.517, H111 1.090, H112 1.090
109 C -1.72 2.91 4.25  C108 1.517, H113 1.090, H114 1.090, H115 1.090
110 C 0.22 -1.13 5.39  S105 1.887, H116 1.090, H117 1.090, H118 1.090
111 H -1.79 1.00 5.12  C108 1.090
112 H -1.65 1.00 3.38  C108 1.090
113 H -1.39 3.64 4.98  C109 1.090
114 H -2.80 2.95 4.35  C109 1.090
115 H -1.48 3.28 3.25  C109 1.090
116 H -0.81 -1.46 5.25  C110 1.090
117 H 0.25 -0.69 6.38  C110 1.090
118 H 0.89 -1.99 5.37  C110 1.090

No. 2
C3H10S2 | ωB97M-V with the def2-TZVPD basis set

Summary:
* Kohn-Sham gap: 9.8 eV
* HOMO energy: -9.01 eV
* SMILES string: CCS.CS
* LUMO energy: 0.8 eV
* relative energy (zero: lowest compared OMol25 entry of this formula, charge and spin): 11.02 kcal per mole
* electronic energy: -916.64639 hartree

Each atom is followed by the atoms it is bonded to, with distances in Å.
Positions of all 15 atoms, in Å:
1 C 1.30 -1.15 -1.92  S2 1.832, H3 1.083, H4 1.086, H5 1.083
2 S -0.20 -1.34 -2.95  C1 1.832, H6 1.331
3 H 1.17 -1.80 -1.06  C1 1.083
4 H 1.33 -0.13 -1.55  C1 1.086
5 H 2.20 -1.44 -2.46  C1 1.083
6 H 0.13 -2.55 -3.40  S2 1.331
7 C 0.49 2.32 1.45  C8 1.516, H10 1.100, H11 1.089, H12 1.087
8 C -0.50 1.19 1.23  C7 1.516, S9 1.841, H13 1.082, H14 1.089
9 S -0.62 0.07 2.69  C8 1.841, H15 1.330
10 H 1.44 1.87 1.78  C7 1.100
11 H 0.69 2.87 0.53  C7 1.089
12 H 0.12 2.96 2.25  C7 1.087
13 H -0.22 0.53 0.43  C8 1.082
14 H -1.53 1.46 1.00  C8 1.089
15 H -0.08 0.88 3.58  S9 1.330